{
  "formula": "C20H25N3O3",
  "method": "ωB97M-V/def2-TZVPD",
  "total_energy_ev": -31760.179,
  "smiles": "CC(C)OCCCNC(=O)c1cc2c(=O)n(C)c3ccccc3c2n1C",
  "multiplicity": 1,
  "charge": 0,
  "elements": ["C", "C", "C", "O", "C", "C", "C", "N", "C", "O", "C", "C", "C", "C", "O", "N", "C", "C", "C", "C", "C", "C", "C", "C", "N", "C", "H", "H", "H", "H", "H", "H", "H", "H", "H", "H", "H", "H", "H", "H", "H", "H", "H", "H", "H", "H", "H", "H", "H", "H", "H"],
  "xyz": [[1.9971, 1.7313, -1.2561], [3.4965, 1.6367, -0.9910], [4.1426, 3.0229, -0.9932], [3.6776, 1.0079, 0.2760], [4.8586, 0.2479, 0.4249], [4.7066, -1.2030, -0.0539], [3.7742, -2.0078, 0.8527], [2.4461, -1.4474, 0.8470], [1.3386, -2.1821, 0.6246], [1.3862, -3.3972, 0.4702], [0.1018, -1.3750, 0.6005], [-0.0295, -0.0531, 0.9754], [-1.3696, 0.2997, 0.7615], [-2.0040, 1.5730, 0.9789], [-1.4341, 2.5736, 1.3824], [-3.3612, 1.5854, 0.6789], [-4.0428, 2.8447, 0.8989], [-4.0602, 0.4978, 0.1911], [-5.4275, 0.6200, -0.0832], [-6.1588, -0.4361, -0.5810], [-5.5443, -1.6547, -0.8246], [-4.2014, -1.8041, -0.5605], [-3.4310, -0.7539, -0.0493], [-2.0329, -0.8261, 0.2628], [-1.1267, -1.8366, 0.1768], [-1.3690, -3.1817, -0.2754], [1.8200, 2.2376, -2.2008], [1.5134, 2.2916, -0.4605], [1.5535, 0.7394, -1.2998], [3.9634, 1.0186, -1.7728], [3.6666, 3.6470, -0.2415], [5.2040, 2.9539, -0.7641], [4.0269, 3.4882, -1.9680], [5.0823, 0.2576, 1.4963], [5.6923, 0.7262, -0.1041], [4.3142, -1.2105, -1.0728], [5.6903, -1.6737, -0.0621], [4.1700, -2.0062, 1.8763], [3.6948, -3.0441, 0.5127], [2.4063, -0.4383, 0.8863], [0.7132, 0.6040, 1.3792], [-4.4576, 3.2336, -0.0321], [-3.2926, 3.5412, 1.2735], [-4.8331, 2.7367, 1.6430], [-5.9344, 1.5532, 0.0926], [-7.2118, -0.3077, -0.7814], [-6.1123, -2.4836, -1.2183], [-3.7459, -2.7571, -0.7581], [-1.6856, -3.1852, -1.3204], [-0.4413, -3.7450, -0.1817], [-2.1296, -3.6594, 0.3444]],
  "atomic_forces_ev_per_a": [[0.4, -0.2, 0.1], [-0.1, 0.3, -0.3], [0.0, -0.5, 0.1], [-0.3, 0.1, 0.1], [0.4, -0.3, -0.1], [-0.3, 0.3, 0.3], [0.2, -0.2, -0.2], [0.0, 0.3, 0.1], [0.3, -0.1, 0.1], [0.0, -0.1, 0.0], [0.0, 0.7, 0.2], [-0.1, -0.4, -0.1], [0.0, -0.7, -0.2], [-0.1, 0.0, 0.0], [0.2, 0.0, 0.1], [0.1, 0.3, 0.1], [0.0, 0.3, 0.1], [-0.2, -0.6, -0.2], [0.0, 0.1, 0.0], [0.1, -0.1, 0.0], [-0.1, 0.0, 0.0], [0.0, 0.1, 0.0], [-0.4, 0.0, -0.1], [0.5, 0.8, 0.4], [0.0, 0.2, 0.0], [-0.1, -0.7, -0.2], [0.0, 0.1, -0.1], [-0.1, 0.1, 0.1], [-0.1, -0.1, 0.0], [0.0, 0.0, 0.1], [-0.1, 0.1, 0.1], [0.1, 0.0, 0.0], [0.0, 0.1, -0.1], [0.1, 0.0, -0.1], [0.0, 0.0, 0.1], [0.1, 0.0, -0.1], [0.1, 0.0, 0.0], [0.0, -0.1, -0.1], [0.0, 0.1, 0.1], [-0.2, -0.1, -0.1], [0.2, 0.1, 0.1], [0.0, 0.0, 0.0], [-0.2, -0.1, -0.1], [0.0, 0.0, -0.1], [0.0, 0.1, 0.0], [-0.1, 0.0, 0.0], [0.0, -0.1, 0.0], [0.1, -0.1, 0.0], [0.0, 0.0, 0.1], [-0.2, 0.1, 0.0], [0.0, 0.0, -0.1]],
  "nbo_charge": [-0.63, 0.11, -0.63, -0.57, -0.06, -0.43, -0.22, -0.62, 0.65, -0.65, 0.03, -0.21, -0.24, 0.67, -0.63, -0.40, -0.43, 0.18, -0.25, -0.19, -0.24, -0.20, -0.05, 0.24, -0.31, -0.44, 0.21, 0.22, 0.22, 0.16, 0.21, 0.21, 0.21, 0.19, 0.17, 0.21, 0.22, 0.18, 0.24, 0.43, 0.24, 0.20, 0.26, 0.20, 0.22, 0.22, 0.22, 0.21, 0.20, 0.28, 0.20]
}

{
  "formula": "C20H25N3O5",
  "method": "ωB97M-V/def2-TZVPD",
  "total_energy_ev": -35853.372,
  "smiles": "CCCCC(=O)Nc1ccc(NC(=O)c2cc(OC)c(OC)c(OC)c2)cn1",
  "multiplicity": 1,
  "charge": 0,
  "elements": ["C", "C", "C", "C", "C", "O", "N", "C", "C", "C", "C", "N", "C", "O", "C", "C", "C", "O", "C", "C", "O", "C", "C", "O", "C", "C", "C", "N", "H", "H", "H", "H", "H", "H", "H", "H", "H", "H", "H", "H", "H", "H", "H", "H", "H", "H", "H", "H", "H", "H", "H", "H", "H"],
  "xyz": [[-4.2470, -0.8755, 2.2661], [-3.9712, 0.0138, 1.0596], [-4.3486, -0.6837, -0.2455], [-4.0987, 0.1930, -1.4805], [-2.6103, 0.4176, -1.6518], [-1.8702, -0.4214, -2.1126], [-2.1839, 1.6395, -1.2037], [-0.8690, 2.0727, -1.0740], [0.2013, 1.4950, -1.7590], [1.4715, 1.9263, -1.4482], [1.6489, 2.9151, -0.4754], [2.9284, 3.2451, -0.0156], [3.8918, 2.3404, 0.3626], [5.0043, 2.7048, 0.6649], [3.4057, 0.9294, 0.3825], [4.0520, -0.0570, -0.3317], [3.4991, -1.3351, -0.4530], [4.2439, -2.1744, -1.2155], [3.8876, -3.5270, -1.4052], [2.2692, -1.6182, 0.1602], [1.6809, -2.8440, -0.0369], [0.2911, -2.8761, -0.3153], [1.6837, -0.6380, 0.9893], [0.5435, -1.0020, 1.6487], [-0.1370, -0.0308, 2.4029], [2.2455, 0.6222, 1.0883], [0.5038, 3.5122, 0.0446], [-0.7164, 3.0936, -0.2371], [-3.9817, -0.3629, 3.1879], [-3.6672, -1.7935, 2.2018], [-5.3009, -1.1404, 2.3129], [-4.5432, 0.9404, 1.1575], [-2.9105, 0.2723, 1.0423], [-5.4056, -0.9566, -0.2155], [-3.7664, -1.6015, -0.3479], [-4.4589, -0.3351, -2.3644], [-4.6333, 1.1393, -1.3889], [-2.8451, 2.2399, -0.7286], [0.0314, 0.7232, -2.4887], [2.3302, 1.4940, -1.9366], [3.1495, 4.2198, 0.1412], [4.9730, 0.1500, -0.8519], [2.9985, -3.6261, -2.0317], [4.7414, -3.9725, -1.9165], [3.7190, -4.0370, -0.4558], [0.1275, -3.8007, -0.8698], [-0.2977, -2.8950, 0.6036], [-0.0217, -2.0267, -0.9272], [-0.4364, 0.8241, 1.7863], [-1.0255, -0.5306, 2.7864], [0.4666, 0.3232, 3.2446], [1.7909, 1.3765, 1.7090], [0.5662, 4.3385, 0.7410]],
  "atomic_forces_ev_per_a": [[0.1, 0.2, -0.1], [-0.1, -0.4, 0.0], [0.1, 0.3, 0.0], [0.0, -0.4, 0.0], [-0.5, 0.3, 0.0], [0.2, -0.3, -0.1], [-0.3, 0.2, 0.0], [0.6, 0.1, 0.1], [0.0, 0.0, 0.0], [-0.2, 0.5, 0.1], [-0.6, -0.1, -0.4], [0.1, 0.6, 0.1], [0.0, 0.1, 0.1], [0.2, -0.1, 0.0], [0.2, -0.6, 0.2], [-0.1, 0.2, 0.1], [-0.1, 0.1, 0.1], [-0.1, 0.3, 0.1], [0.0, -0.5, -0.1], [-0.1, -0.2, -0.2], [0.5, 0.4, 0.4], [-0.4, -0.2, -0.1], [0.0, 0.1, 0.1], [0.4, -0.3, -0.3], [-0.1, 0.2, 0.1], [0.0, -0.2, 0.2], [0.5, -0.1, 0.0], [-0.5, -0.2, -0.1], [0.0, 0.0, 0.1], [0.0, -0.1, 0.0], [-0.1, -0.1, 0.1], [0.1, 0.1, 0.0], [0.0, 0.1, 0.0], [0.0, -0.1, 0.0], [0.0, -0.1, 0.0], [0.1, 0.1, 0.0], [0.0, 0.0, 0.0], [0.1, -0.1, -0.1], [0.0, 0.0, 0.0], [0.1, -0.1, 0.0], [0.1, -0.2, 0.0], [0.1, 0.0, -0.1], [0.1, 0.0, 0.1], [-0.1, 0.0, 0.0], [0.0, 0.0, -0.1], [0.0, 0.1, 0.0], [0.1, 0.0, -0.1], [0.0, 0.0, 0.0], [0.0, 0.0, 0.0], [0.0, 0.1, 0.0], [0.0, 0.0, 0.0], [-0.1, 0.1, 0.0], [0.1, 0.1, 0.1]],
  "nbo_charge": [-0.60, -0.40, -0.38, -0.49, 0.69, -0.62, -0.62, 0.35, -0.27, -0.16, 0.09, -0.63, 0.67, -0.58, -0.12, -0.24, 0.28, -0.49, -0.24, 0.17, -0.52, -0.25, 0.33, -0.52, -0.25, -0.32, 0.02, -0.45, 0.21, 0.20, 0.20, 0.19, 0.20, 0.21, 0.21, 0.24, 0.20, 0.42, 0.26, 0.24, 0.41, 0.24, 0.18, 0.19, 0.19, 0.18, 0.19, 0.20, 0.18, 0.20, 0.18, 0.23, 0.20]
}

{
  "formula": "C20H25N3O5S",
  "method": "ωB97M-V/def2-TZVPD",
  "total_energy_ev": -46685.749,
  "smiles": "O=[N+]([O-])c1ccc(S(=O)(=O)N(C[C@H](O)CN2CCCCC2)c2ccccc2)cc1",
  "multiplicity": 1,
  "charge": 0,
  "elements": ["O", "N", "O", "C", "C", "C", "C", "S", "O", "O", "N", "C", "C", "O", "C", "N", "C", "C", "C", "C", "C", "C", "C", "C", "C", "C", "C", "C", "C", "H", "H", "H", "H", "H", "H", "H", "H", "H", "H", "H", "H", "H", "H", "H", "H", "H", "H", "H", "H", "H", "H", "H", "H", "H"],
  "xyz": [[-3.5746, 3.2722, 1.0835], [-3.4200, 2.5885, 0.0970], [-4.3134, 2.0964, -0.5552], [-2.0610, 2.3291, -0.3311], [-1.0048, 2.8108, 0.4351], [0.2905, 2.5274, 0.0427], [0.5026, 1.7878, -1.1087], [2.1558, 1.1658, -1.4244], [2.2695, 0.7444, -2.7850], [3.1207, 2.0744, -0.8953], [2.1038, -0.2129, -0.4592], [1.2468, -1.2459, -1.0066], [1.4873, -2.6131, -0.3542], [2.6491, -3.2346, -0.8423], [0.2927, -3.5252, -0.6755], [-0.9498, -2.9211, -0.2296], [-2.0813, -3.2049, -1.0964], [-3.2672, -2.3304, -0.6980], [-3.6560, -2.6055, 0.7499], [-2.4364, -2.3946, 1.6399], [-1.2724, -3.2515, 1.1487], [2.0344, 0.0802, 0.9206], [0.8706, -0.0942, 1.6648], [0.8553, 0.2298, 3.0099], [1.9872, 0.7429, 3.6197], [3.1442, 0.9210, 2.8786], [3.1746, 0.5857, 1.5373], [-0.5482, 1.3216, -1.8810], [-1.8472, 1.5980, -1.4947], [-1.2147, 3.3827, 1.3260], [1.1417, 2.8746, 0.6056], [1.4944, -1.3079, -2.0679], [0.1809, -1.0061, -0.9027], [1.5678, -2.4791, 0.7358], [3.3741, -2.6008, -0.7969], [0.2692, -3.6558, -1.7590], [0.4728, -4.5112, -0.2249], [-1.7898, -2.9830, -2.1259], [-2.3765, -4.2678, -1.0436], [-4.1075, -2.5290, -1.3644], [-2.9855, -1.2809, -0.8045], [-4.4689, -1.9452, 1.0560], [-4.0033, -3.6368, 0.8449], [-2.6659, -2.6544, 2.6744], [-2.1467, -1.3422, 1.6094], [-0.3901, -3.0665, 1.7653], [-1.5395, -4.3194, 1.2480], [-0.0164, -0.4920, 1.1981], [-0.0504, 0.0852, 3.5800], [1.9686, 0.9990, 4.6680], [4.0317, 1.3166, 3.3486], [4.0669, 0.7263, 0.9502], [-0.3311, 0.7638, -2.7778], [-2.6953, 1.2545, -2.0677]],
  "atomic_forces_ev_per_a": [[-0.1, 0.2, 0.3], [-0.3, 0.1, 0.1], [-0.3, -0.1, -0.2], [1.2, -0.2, -0.4], [-0.3, 0.0, 0.0], [0.0, 0.1, -0.1], [0.5, -0.2, -0.1], [-0.2, 0.1, 0.0], [-0.3, -0.2, 0.0], [-0.2, 0.1, 0.3], [0.5, 0.7, -0.8], [-0.4, -0.7, -0.2], [-0.5, 0.4, 0.1], [0.3, -0.1, -0.1], [0.4, 0.2, 0.1], [0.0, -0.2, 0.0], [-0.1, 0.3, -0.1], [-0.1, -0.3, 0.0], [0.1, 0.3, 0.0], [0.0, -0.3, 0.0], [0.0, 0.3, 0.2], [0.2, 0.1, 0.9], [0.1, -0.1, -0.2], [0.0, 0.0, 0.1], [0.0, 0.0, 0.0], [0.0, 0.0, 0.0], [-0.1, -0.1, 0.1], [0.0, 0.1, -0.1], [-0.2, 0.1, 0.2], [0.0, 0.0, 0.0], [0.0, 0.1, 0.2], [-0.1, -0.2, 0.1], [0.2, 0.0, 0.0], [-0.1, -0.1, -0.1], [0.0, 0.0, 0.0], [0.0, 0.0, 0.0], [0.0, 0.0, -0.1], [0.0, -0.1, 0.0], [0.0, 0.0, 0.0], [0.0, 0.0, -0.1], [0.0, 0.1, -0.1], [-0.1, -0.1, 0.0], [-0.1, 0.0, 0.0], [0.0, 0.0, 0.1], [0.0, 0.1, 0.0], [0.0, -0.1, 0.0], [0.1, 0.0, 0.0], [-0.2, -0.1, -0.1], [-0.1, 0.0, 0.1], [0.0, 0.0, 0.1], [0.1, 0.0, 0.0], [0.1, 0.0, 0.0], [-0.1, -0.1, -0.1], [0.0, 0.0, 0.0]],
  "nbo_charge": [-0.37, 0.52, -0.37, 0.09, -0.19, -0.19, -0.31, 2.33, -0.93, -0.92, -0.70, -0.29, 0.10, -0.71, -0.23, -0.47, -0.21, -0.40, -0.40, -0.40, -0.22, 0.20, -0.28, -0.20, -0.21, -0.21, -0.22, -0.19, -0.21, 0.25, 0.25, 0.25, 0.22, 0.16, 0.48, 0.21, 0.19, 0.20, 0.16, 0.21, 0.20, 0.21, 0.20, 0.21, 0.19, 0.20, 0.17, 0.23, 0.22, 0.22, 0.22, 0.24, 0.25, 0.26]
}

{
  "formula": "C20H25N3O6S",
  "method": "ωB97M-V/def2-TZVPD",
  "total_energy_ev": -48737.259,
  "smiles": "COC(=O)c1cc(NC(=S)N2CCN(C(=O)[C@@H]3CCCO3)CC2)cc(C(=O)OC)c1",
  "multiplicity": 1,
  "charge": 0,
  "elements": ["C", "O", "C", "O", "C", "C", "C", "N", "C", "S", "N", "C", "C", "N", "C", "O", "C", "C", "C", "C", "O", "C", "C", "C", "C", "C", "O", "O", "C", "C", "H", "H", "H", "H", "H", "H", "H", "H", "H", "H", "H", "H", "H", "H", "H", "H", "H", "H", "H", "H", "H", "H", "H", "H", "H"],
  "xyz": [[6.2434, 0.7335, 2.1479], [4.9071, 0.3169, 1.9066], [4.7642, -0.9228, 1.4156], [5.6936, -1.6529, 1.1842], [3.3384, -1.2849, 1.1936], [2.3162, -0.3725, 1.4191], [0.9875, -0.7363, 1.2017], [-0.0077, 0.2055, 1.4437], [-1.3412, 0.1361, 1.1155], [-2.4437, 0.7149, 2.2006], [-1.6788, -0.3804, -0.0884], [-3.0739, -0.4756, -0.4510], [-3.5135, 0.8074, -1.1702], [-2.4450, 1.2440, -2.0508], [-2.1848, 2.5215, -2.4012], [-1.2299, 2.8142, -3.0974], [-3.1807, 3.5757, -1.8812], [-2.8176, 4.9827, -2.3884], [-2.6550, 5.8045, -1.1072], [-2.3411, 4.7178, -0.0819], [-3.1498, 3.6228, -0.4597], [-1.5309, 0.1999, -2.4567], [-0.7801, -0.3421, -1.2298], [0.6929, -2.0341, 0.7887], [1.7203, -2.9399, 0.5502], [1.4292, -4.3243, 0.0942], [2.2437, -5.2082, 0.0304], [0.1421, -4.4839, -0.2576], [-0.2171, -5.7867, -0.6958], [3.0448, -2.5688, 0.7464], [6.8195, 0.7142, 1.2206], [6.7222, 0.0702, 2.8709], [6.1807, 1.7455, 2.5392], [2.5531, 0.6213, 1.7661], [0.1773, 0.8483, 2.2035], [-3.1974, -1.3552, -1.0880], [-3.6660, -0.6067, 0.4555], [-3.7075, 1.5823, -0.4277], [-4.4296, 0.6174, -1.7438], [-4.1922, 3.2706, -2.1750], [-1.8770, 4.9208, -2.9377], [-3.5839, 5.3835, -3.0474], [-3.5913, 6.2988, -0.8462], [-1.8662, 6.5488, -1.1792], [-1.2784, 4.4387, -0.1275], [-2.6048, 4.9756, 0.9437], [-0.8229, 0.6328, -3.1653], [-2.0926, -0.5946, -2.9568], [-0.3859, -1.3422, -1.4485], [0.0601, 0.3153, -0.9966], [-0.3315, -2.3538, 0.6900], [0.3515, -6.0564, -1.5880], [-0.0095, -6.5200, 0.0857], [-1.2812, -5.7519, -0.9151], [3.8401, -3.2747, 0.5655]],
  "atomic_forces_ev_per_a": [[0.4, 0.0, 0.0], [-0.4, 0.0, 0.0], [0.3, -0.1, 0.0], [-0.1, 0.0, 0.0], [-0.3, -0.1, 0.0], [-0.1, -0.2, -0.1], [0.4, -0.5, -0.2], [0.0, 0.5, 0.0], [-0.1, 0.0, 0.1], [-0.3, 0.3, 0.4], [0.3, 0.1, 0.3], [-0.4, 0.0, 0.0], [-0.4, 0.0, 0.2], [0.2, -0.4, 0.0], [-0.2, 0.2, 0.1], [0.3, 0.2, -0.2], [0.0, 0.1, -0.3], [0.1, -0.1, 0.0], [-0.1, -0.2, 0.2], [0.2, 0.4, 0.1], [-0.2, -0.2, 0.0], [0.2, 0.0, -0.1], [0.3, -0.1, -0.4], [0.1, 0.0, 0.2], [0.1, 0.3, 0.1], [0.1, -0.3, -0.1], [0.0, 0.1, 0.0], [0.0, 0.4, 0.1], [0.1, -0.4, -0.1], [0.0, 0.0, 0.0], [0.0, 0.0, 0.1], [0.0, 0.1, -0.1], [0.0, -0.1, 0.0], [0.0, 0.1, 0.0], [-0.2, -0.2, -0.1], [0.0, 0.0, 0.0], [0.1, 0.0, -0.2], [0.0, -0.2, -0.1], [0.0, -0.1, 0.1], [0.1, 0.0, 0.0], [-0.1, 0.0, 0.0], [0.0, 0.0, 0.0], [0.0, 0.0, 0.1], [0.0, 0.1, 0.0], [-0.1, 0.0, 0.0], [0.1, 0.0, 0.0], [-0.1, -0.2, 0.1], [0.1, 0.0, 0.0], [0.0, 0.1, 0.0], [-0.1, -0.1, 0.0], [-0.1, 0.0, -0.1], [-0.1, 0.0, 0.1], [0.0, 0.0, -0.1], [0.1, 0.0, 0.0], [0.1, 0.0, 0.0]],
  "nbo_charge": [-0.26, -0.51, 0.78, -0.58, -0.15, -0.18, 0.15, -0.62, 0.30, -0.23, -0.43, -0.24, -0.24, -0.43, 0.67, -0.63, 0.00, -0.44, -0.43, -0.07, -0.53, -0.24, -0.22, -0.22, -0.08, 0.76, -0.58, -0.51, -0.26, -0.15, 0.20, 0.20, 0.20, 0.23, 0.43, 0.20, 0.26, 0.26, 0.19, 0.20, 0.25, 0.22, 0.20, 0.22, 0.16, 0.20, 0.26, 0.19, 0.21, 0.22, 0.24, 0.20, 0.20, 0.19, 0.26]
}

Look up the multiplicity of the fourth one. 1